Density functional theory data (wB97M-V/def2-TZVPD) for C3HBrClNO2 in the gas phase at a distorted geometry.

Computed properties:
Energy   -3354.14537 Eh
Relative energy (zero: lowest compared OMol25 entry of this formula, charge and spin)   437.96 kJ/mol
E_LUMO (alpha / beta)   -0.7 / -0.5 eV

Each line ends with the Mulliken charge.
Element x y z (Å)
C1 -0.10068 -1.10035 -1.20912  0.5410
C2 -1.35480 0.49308 -0.02485  -0.0561
C3 0.84823 0.33954 0.75587  0.2564
N1 0.49188 -2.10574 -1.02607  -0.4236
O1 -0.86632 -0.03154 -1.40454  -0.3250
O2 -0.39998 0.60456 0.91941  -0.2574
Cl1 1.77605 0.21485 2.25132  -0.1550
Br1 1.88407 0.95748 -0.70888  -0.0363
H1 -2.27846 0.62811 0.44687  0.4561

Atomic forces in eV per Å
C 0.167 -2.470 0.274
C 3.545 -0.105 -1.793
C 2.937 -0.203 0.783
N -1.574 2.852 -0.642
O -0.931 0.116 3.412
O -1.394 -0.237 -0.830
Cl -0.805 0.190 -0.817
Br -0.158 0.321 0.363
H -1.787 -0.464 -0.751

Density functional theory data (wB97M-V/def2-TZVPD) for a molecular structure, C18H24N4OReS4.

Computed properties:
Energy   -2665.06997 Eh
2S+1   2
Total charge   +2
Relative energy (zero: lowest compared OMol25 entry of this formula, charge and spin)   0.00 kJ/mol
E_LUMO (alpha / beta)   -8.1 / -7.8 eV

Each line ends with the Mulliken charge.
Element x y z (Å)
Re1 -0.32069 1.09631 0.08993  1.3887
C1 -0.65990 4.04379 0.35692  -0.9424
C2 -1.80273 3.77070 -0.60167  -0.5490
N1 -1.74883 2.36134 -1.10512  -0.3467
C3 -3.10322 1.74192 -1.13565  -0.7233
C4 -3.63292 1.43628 0.25830  -0.5196
S1 -2.40949 0.48143 1.23244  -0.1283
C5 -2.12206 1.51897 2.70146  -0.8036
C6 -1.61733 2.90504 2.34626  -0.5247
N2 -0.53502 2.89193 1.30443  -0.5706
H1 0.28898 4.13394 -0.17018  0.3854
H2 -0.83067 4.97038 0.90835  0.4722
H3 -2.76094 3.91647 -0.10624  0.3045
H4 -1.77870 4.47448 -1.43325  0.4835
H5 -1.41400 2.38706 -2.06544  0.3557
H6 -3.80693 2.39723 -1.65562  0.4590
H7 -3.02084 0.82419 -1.71738  0.1573
H8 -3.89607 2.33452 0.81414  0.3569
H9 -4.53806 0.83579 0.18196  0.5828
H10 -3.04488 1.58162 3.27815  0.5276
H11 -1.40147 0.95391 3.29417  0.3959
H12 -2.43246 3.52198 1.97350  0.3117
H13 -1.24074 3.39899 3.24320  0.4708
H14 0.35289 3.00922 1.78804  0.5268
S2 1.01701 -0.11080 1.41479  -0.0915
C7 2.61898 0.01789 0.79265  0.3947
C8 3.61967 -0.79054 1.39545  -0.2823
N3 4.38830 -1.49208 1.88190  -0.3858
C9 2.87340 0.87096 -0.24002  0.8652
S3 1.60363 1.81726 -0.91576  -0.4122
C10 4.17982 1.02574 -0.78149  -0.2255
N4 5.23342 1.15374 -1.22033  -0.3149
C11 3.73439 -4.72877 0.55988  -1.4944
C12 2.51409 -4.01288 0.08845  0.7244
C13 2.55749 -3.20209 -1.05456  -1.0294
C14 1.43955 -2.52583 -1.49073  -0.5058
C15 0.25044 -2.65225 -0.77100  0.9558
C16 0.18122 -3.44323 0.37545  -0.5109
C17 1.31034 -4.12499 0.78913  -0.5703
S4 -1.18352 -1.75604 -1.21132  0.3952
C18 -1.41037 -2.13183 -2.94142  -1.1297
O1 -0.68474 -0.24911 -1.34415  -0.4324
H15 4.53374 -4.68745 -0.17572  0.3735
H16 3.50808 -5.77224 0.77913  0.4362
H17 4.10138 -4.26543 1.47766  0.3228
H18 3.48642 -3.11310 -1.60249  0.3892
H19 1.49487 -1.89762 -2.37138  0.2962
H20 -0.74774 -3.53134 0.92579  0.4478
H21 1.26308 -4.75354 1.66851  0.4676
H22 -0.47428 -2.01285 -3.48050  0.3533
H23 -2.17194 -1.45731 -3.32745  0.4395
H24 -1.76066 -3.16176 -3.00114  0.4533

Atomic forces in eV per Å
Re 0.231 -0.249 -0.154
C 0.007 0.039 -0.010
C 0.003 0.033 -0.018
N -0.042 0.197 -0.017
C -0.037 -0.043 -0.050
C -0.012 -0.001 -0.027
S -0.119 0.028 0.133
C -0.031 0.008 0.001
C 0.014 -0.006 0.003
N -0.015 0.006 0.019
H -0.023 0.012 -0.007
H -0.010 -0.008 -0.001
H -0.003 0.012 -0.003
H 0.040 -0.006 0.012
H 0.024 -0.042 0.018
H 0.000 -0.007 0.024
H -0.011 0.010 0.025
H 0.019 0.008 0.014
H 0.021 -0.016 0.006
H -0.001 -0.012 -0.013
H 0.016 -0.007 -0.031
H -0.004 -0.024 -0.006
H -0.011 -0.009 -0.004
H 0.013 -0.043 -0.026
S -0.158 -0.088 0.125
C 0.004 0.246 -0.219
C 0.138 -0.188 0.098
N 0.018 -0.018 0.010
C -0.164 -0.145 0.248
S 0.072 0.157 -0.135
C 0.177 0.075 -0.038
N 0.011 -0.015 -0.043
C 0.080 -0.059 0.044
C -0.122 0.079 -0.043
C 0.006 -0.036 0.082
C -0.073 0.091 -0.071
C -0.034 0.005 0.036
C -0.072 0.023 -0.018
C 0.055 0.007 -0.054
S 0.336 -0.089 -0.086
C -0.015 0.018 0.067
O -0.403 0.058 -0.001
H 0.007 -0.017 -0.014
H 0.022 0.004 0.017
H 0.010 -0.006 0.025
H 0.006 0.008 -0.021
H 0.014 0.011 -0.005
H 0.000 0.002 0.017
H -0.002 -0.001 0.018
H 0.029 0.030 0.029
H -0.022 -0.012 0.006
H 0.009 -0.018 0.032

Density functional theory data (wB97M-V/def2-TZVPD) for a molecular structure, C4H3OTl at a distorted geometry.

Computed properties:
Energy   -401.70048 Eh
Relative energy (zero: lowest compared OMol25 entry of this formula, charge and spin)   302.26 kJ/mol
E_LUMO   -0.5 eV

Each line ends with the Mulliken charge.
Element x y z (Å)
C1 -2.18401 0.17760 0.00274  -1.1744
C2 -0.90329 -0.17882 0.03080  0.3373
C3 0.31297 -0.54670 0.17931  1.1911
C4 1.58573 -0.89309 0.43853  -1.5789
H1 -2.97810 -0.55963 0.15063  0.2439
H2 -2.48238 1.22902 0.01378  0.1965
H3 2.84573 -1.01593 -0.47505  0.4926
O1 2.52130 -0.02561 -0.03696  -0.2417
Tl1 1.28205 1.81317 -0.30378  0.5337

Atomic forces in eV per Å
C 0.399 -0.096 0.297
C -0.890 0.021 0.487
C 0.510 0.155 0.216
C -3.461 -2.589 0.603
H 0.323 0.222 0.099
H 0.103 -0.275 -0.531
H -0.188 3.429 1.192
O 4.003 -2.558 -2.049
Tl -0.800 1.691 -0.313

Copy entry 1 word for word.
Density functional theory data (wB97M-V/def2-TZVPD) for C3HBrClNO2 in the gas phase at a distorted geometry.

Computed properties:
Energy   -3354.14537 Eh
Relative energy (zero: lowest compared OMol25 entry of this formula, charge and spin)   437.96 kJ/mol
E_LUMO (alpha / beta)   -0.7 / -0.5 eV

Each line ends with the Mulliken charge.
Element x y z (Å)
C1 -0.10068 -1.10035 -1.20912  0.5410
C2 -1.35480 0.49308 -0.02485  -0.0561
C3 0.84823 0.33954 0.75587  0.2564
N1 0.49188 -2.10574 -1.02607  -0.4236
O1 -0.86632 -0.03154 -1.40454  -0.3250
O2 -0.39998 0.60456 0.91941  -0.2574
Cl1 1.77605 0.21485 2.25132  -0.1550
Br1 1.88407 0.95748 -0.70888  -0.0363
H1 -2.27846 0.62811 0.44687  0.4561

Atomic forces in eV per Å
C 0.167 -2.470 0.274
C 3.545 -0.105 -1.793
C 2.937 -0.203 0.783
N -1.574 2.852 -0.642
O -0.931 0.116 3.412
O -1.394 -0.237 -0.830
Cl -0.805 0.190 -0.817
Br -0.158 0.321 0.363
H -1.787 -0.464 -0.751